The following is a DFT calculation (ωB97M-V with the def2-TZVPD basis set) of a 2-piece molecular cluster, C21H30BrN4O7 overall.

Output
E_LUMO (eV): 2.342
Electronic energy (eV): -112601.66451

ORCA input file:
```
! RIJCOSX wB97M-V def2-TZVPD def2/J DEFGRID3
* xyz -1 1
O -1.220 0.242 -2.152
O 2.281 -0.148 1.432
O 0.547 3.126 -0.445
O -0.280 -4.417 1.253
O -1.985 3.716 -4.736
O 2.018 3.882 -1.893
Br 7.223 -4.868 1.583
O 1.865 1.014 -1.116
C -1.177 1.398 -2.563
C 1.761 -0.820 0.543
C 0.894 3.914 -1.357
C -0.202 -3.543 2.107
C -2.606 4.150 -3.778
C 4.913 -4.034 0.071
C 4.777 -3.623 2.444
C 3.642 -3.475 -0.103
C 3.512 -3.057 2.272
C 5.484 -4.114 1.345
C 2.922 -2.983 0.996
N 1.360 -0.237 -0.648
N -3.538 5.073 -4.050
N 0.716 -2.528 1.954
N -2.025 2.285 -2.030
C -0.205 1.725 -3.674
C -4.458 5.755 -3.138
C 1.568 -2.327 0.781
C -2.368 -4.366 3.152
C -0.242 -4.323 4.485
C -1.404 -2.181 3.888
C -0.093 4.966 -1.879
C -1.052 -3.600 3.396
C -1.552 4.712 -1.481
C -2.370 3.700 -2.311
H 1.381 1.825 -0.761
H 5.465 -4.402 -0.789
H 5.223 -3.664 3.433
H 3.219 -3.408 -1.101
H 2.998 -2.646 3.135
H 0.800 -0.793 -1.293
H -3.587 5.311 -5.029
H 0.715 -1.785 2.648
H -2.474 1.890 -1.223
H 0.113 2.760 -3.619
H 0.676 1.095 -3.571
H -0.678 1.540 -4.633
H -5.004 5.032 -2.529
H -3.909 6.440 -2.490
H -5.180 6.333 -3.716
H 1.090 -2.754 -0.106
H -2.166 -5.399 2.849
H -2.949 -3.884 2.358
H -2.978 -4.390 4.061
H -0.817 -4.390 5.414
H 0.689 -3.786 4.693
H 0.013 -5.338 4.162
H -1.920 -1.620 3.102
H -2.061 -2.229 4.762
H -0.505 -1.627 4.175
H -0.026 5.053 -2.965
H 0.198 5.933 -1.461
H -1.611 4.441 -0.426
H -2.058 5.673 -1.559
H -3.360 3.772 -1.871
*
```

Atom charges from the Löwdin analysis, given in e for atoms 1 to 4: 0.00, 0.05, -0.05, 0.06